# 1
{
  "formula": "C27H28N7OP2V",
  "method": "ωB97M-V with the def2-TZVPD basis set",
  "elements": ["V", "O", "N", "C", "C", "C", "C", "C", "C", "C", "P", "C", "C", "C", "C", "C", "C", "C", "C", "C", "C", "C", "C", "H", "H", "H", "H", "H", "H", "H", "H", "H", "H", "H", "H", "H", "H", "H", "H", "C", "N", "C", "N", "C", "N", "C", "P", "C", "C", "H", "H", "H", "H", "H", "H", "H", "H", "H", "H", "H", "H", "N", "C", "N", "C", "N"],
  "coordinates": [[0.157629, 0.084296, 0.139753], [0.225746, -1.192421, 2.536016], [0.120632, 0.158042, 2.088169], [0.114803, 0.993066, 3.045684], [0.021420, 2.468874, 2.901178], [0.034604, 3.132549, 4.125355], [-0.103616, 4.510575, 4.195323], [-0.272568, 5.233061, 3.028975], [-0.292717, 4.579037, 1.801807], [-0.132361, 3.202420, 1.708836], [-0.164700, 2.456680, 0.022856], [1.286987, 3.160825, -0.824616], [1.416045, 2.914152, -2.195579], [2.541664, 3.336800, -2.883456], [3.562596, 3.993873, -2.204547], [3.453771, 4.220942, -0.841333], [2.319247, 3.805776, -0.150202], [-1.643399, 3.187402, -0.711980], [-2.865151, 2.713564, -0.226970], [-4.057773, 3.207882, -0.723892], [-4.030006, 4.180123, -1.719273], [-2.820630, 4.663629, -2.196567], [-1.620288, 4.170876, -1.693308], [-0.646825, -1.580879, 2.363523], [0.158606, 0.582933, 4.050170], [0.144042, 2.557397, 5.036875], [-0.093009, 5.007454, 5.155925], [-0.394850, 6.307704, 3.067786], [-0.441877, 5.156070, 0.896059], [0.624745, 2.404859, -2.736519], [2.625117, 3.150064, -3.946092], [4.441728, 4.326792, -2.740787], [4.250723, 4.723360, -0.308763], [2.247324, 3.994707, 0.913437], [-2.890585, 1.964585, 0.556438], [-4.997933, 2.830880, -0.340268], [-4.959686, 4.564106, -2.118329], [-2.805715, 5.428123, -2.962391], [-0.682521, 4.567258, -2.061569], [4.982444, -1.580461, -0.056733], [4.263191, -0.300891, 0.002809], [4.228444, 0.283856, -1.341656], [3.666115, -0.611272, -2.356859], [4.405891, -1.874484, -2.344143], [4.427281, -2.519070, -1.029383], [3.124956, -3.038242, -0.629835], [1.874844, -1.670618, -0.490670], [2.922751, -0.497067, 0.548860], [2.243298, -0.850175, -2.134321], [4.979122, -2.040518, 0.931739], [6.013646, -1.371651, -0.340008], [5.252983, 0.517289, -1.630650], [3.654289, 1.212408, -1.316962], [5.436032, -1.668810, -2.634526], [3.968560, -2.556772, -3.073157], [3.195823, -3.546022, 0.332094], [2.761658, -3.760446, -1.360701], [2.985972, -0.898162, 1.561283], [2.453329, 0.501383, 0.641347], [1.716999, 0.108474, -2.203977], [1.841031, -1.482588, -2.927674], [-5.887672, 0.464461, 0.805861], [-5.001037, -0.226210, 0.542301], [-3.989220, -1.041854, 0.256875], [-2.806609, -0.735307, 0.040049], [-1.670707, -0.481163, -0.174980]],
  "forces_ev_per_a": [[0.4, -0.6, -1.1], [0.0, 0.3, 0.2], [0.0, -0.5, 1.1], [0.0, 0.8, -0.1], [0.1, -0.8, 0.1], [0.0, 0.2, 0.1], [0.0, -0.1, 0.1], [0.0, 0.0, -0.1], [0.0, 0.0, 0.0], [0.0, -0.1, -0.2], [0.1, 0.8, 0.4], [0.0, 0.0, 0.0], [0.0, 0.0, 0.0], [0.0, 0.0, 0.0], [0.0, 0.0, 0.0], [-0.1, -0.1, 0.0], [0.1, 0.0, 0.0], [-0.1, -0.1, 0.0], [0.0, 0.0, 0.0], [0.0, 0.1, -0.1], [0.0, 0.0, 0.0], [0.1, 0.0, 0.0], [-0.1, 0.1, 0.0], [0.0, 0.0, -0.1], [0.0, 0.1, 0.1], [0.0, 0.0, 0.0], [0.0, 0.0, 0.0], [0.0, 0.0, 0.0], [0.0, 0.0, 0.0], [0.0, 0.0, 0.0], [0.0, 0.0, 0.0], [0.0, 0.0, 0.0], [0.0, 0.0, 0.0], [0.0, 0.0, 0.0], [0.0, 0.0, 0.0], [0.0, 0.0, 0.0], [0.0, 0.0, 0.0], [0.0, 0.0, 0.0], [0.0, 0.0, 0.0], [-0.1, 0.0, 0.0], [0.0, -0.1, 0.0], [-0.1, -0.2, 0.0], [-0.1, 0.0, 0.0], [-0.1, 0.0, 0.1], [-0.1, 0.0, 0.0], [0.1, 0.1, 0.0], [0.1, 0.3, -0.1], [0.1, -0.1, -0.3], [0.2, 0.0, 0.1], [0.0, 0.0, 0.0], [0.0, 0.0, 0.0], [0.0, 0.0, 0.0], [0.0, 0.0, 0.0], [0.0, 0.0, 0.0], [0.0, 0.0, 0.0], [0.1, 0.0, 0.0], [0.0, 0.0, 0.0], [0.0, 0.0, 0.1], [0.0, 0.0, 0.0], [0.0, 0.0, 0.0], [0.0, 0.0, 0.0], [0.0, 0.0, 0.0], [0.5, 0.0, -0.1], [-0.8, -0.4, 0.1], [0.3, 0.6, -0.1], [-0.6, -0.4, 0.0]],
  "mulliken_charge": [-0.03, -0.51, 0.40, -0.63, 0.70, -0.90, -0.77, -0.79, -0.10, -0.05, 1.79, 1.01, -0.86, -0.77, -0.63, -0.77, -0.72, 0.42, -0.66, -0.98, -0.58, -0.71, 0.08, 0.37, 0.41, 0.40, 0.43, 0.44, 0.51, 0.58, 0.41, 0.43, 0.44, 0.39, 0.59, 0.48, 0.41, 0.43, 0.39, -1.02, 0.09, -0.26, 0.13, -0.96, 0.15, -0.89, 0.31, -0.46, -0.03, 0.40, 0.34, 0.41, -0.27, 0.32, 0.41, 0.42, 0.43, 0.44, 0.33, -0.32, 0.52, -0.51, 0.51, -0.72, 0.76, -0.56],
  "largest_force_ha_per_bohr": 0.02554,
  "e_lumo_ev": [-3.668, -3.895],
  "spin_multiplicity": 4,
  "orbital_gap_ev": [7.280, 7.568],
  "charge": 1,
  "e_homo_ev": [-10.9, -11.5]
}

---

# 2
{
  "formula": "C27H28N7PbS2",
  "method": "ωB97M-V with the def2-TZVPD basis set",
  "elements": ["Pb", "C", "C", "N", "C", "C", "C", "C", "C", "C", "C", "N", "C", "C", "C", "C", "C", "C", "C", "C", "N", "C", "H", "H", "H", "H", "H", "H", "H", "H", "H", "H", "H", "H", "C", "C", "S", "C", "C", "S", "H", "H", "H", "H", "H", "H", "C", "C", "C", "C", "N", "C", "N", "N", "N", "H", "H", "H", "H", "H", "H", "H", "H", "H", "H"],
  "coordinates": [[-0.824390, 1.050227, 0.850392], [0.568778, 0.041201, 5.344556], [-0.148642, -0.017791, 4.137487], [0.378898, 0.304860, 2.981503], [1.675995, 0.711926, 2.917765], [2.462749, 0.832349, 4.083886], [1.863178, 0.475469, 5.312938], [3.793250, 1.296344, 3.983257], [4.288683, 1.633771, 2.757567], [3.512780, 1.504289, 1.589172], [2.222300, 1.024272, 1.629084], [1.389921, 0.876694, 0.522047], [1.850028, 0.372916, -0.671205], [3.079239, -0.224985, -0.898053], [3.438158, -0.727529, -2.160929], [2.600332, -0.656691, -3.237913], [1.319318, -0.088827, -3.059000], [0.366354, 0.005636, -4.097893], [-0.871874, 0.531918, -3.856201], [-1.178812, 0.951910, -2.552481], [-0.309207, 0.884375, -1.569408], [0.941455, 0.401308, -1.787537], [0.086685, -0.242968, 6.268796], [-1.181829, -0.347698, 4.125946], [2.444498, 0.553691, 6.223493], [4.394635, 1.389670, 4.877906], [5.299724, 2.009713, 2.670179], [3.943809, 1.802106, 0.642981], [3.785444, -0.316229, -0.086350], [4.416386, -1.177256, -2.274740], [2.895252, -1.026518, -4.210679], [0.632397, -0.347780, -5.086870], [-1.614176, 0.619173, -4.636711], [-2.154374, 1.357546, -2.309054], [-3.415656, 5.220876, 1.438707], [-2.865541, 4.404864, 0.305620], [-3.576470, 3.070505, -0.267309], [-1.639755, 4.957458, -0.316123], [-1.763772, 6.330437, -0.911254], [-0.244202, 4.138889, -0.262190], [-4.144063, 4.642349, 2.000066], [-3.915787, 6.105451, 1.034173], [-2.620431, 5.572150, 2.098366], [-2.790393, 6.565011, -1.191269], [-1.118017, 6.408277, -1.783253], [-1.424905, 7.070638, -0.182430], [-2.797243, -5.444841, -1.020359], [-1.438816, -5.253749, -1.684942], [-1.525986, -4.303603, -2.875079], [-0.372464, -4.815433, -0.680806], [-0.677826, -3.530769, -0.048669], [-0.475483, -2.288299, -0.480522], [-0.943824, -1.465471, 0.429842], [-1.446287, -2.229314, 1.420794], [-1.285972, -3.465021, 1.146809], [-3.514698, -5.845106, -1.736095], [-3.194156, -4.496469, -0.651441], [-2.740435, -6.132376, -0.175988], [-1.088369, -6.224734, -2.047901], [-1.926353, -3.330669, -2.577410], [-2.199803, -4.703726, -3.631930], [-0.551859, -4.149152, -3.345067], [0.601084, -4.710250, -1.159823], [-0.280777, -5.527050, 0.137337], [0.011326, -2.027954, -1.405761]],
  "forces_ev_per_a": [[-0.1, 0.0, 0.0], [0.0, 0.0, 0.0], [0.0, 0.0, 0.0], [0.0, 0.0, -0.1], [0.1, 0.0, 0.1], [0.0, 0.0, 0.0], [0.0, 0.0, 0.0], [0.0, 0.0, 0.0], [0.0, 0.0, 0.0], [0.0, 0.0, 0.0], [0.0, 0.0, 0.1], [0.0, -0.1, 0.0], [0.0, 0.0, 0.0], [0.0, 0.0, 0.1], [0.0, 0.0, 0.0], [0.0, 0.0, 0.0], [0.0, 0.0, 0.1], [-0.1, 0.0, 0.0], [0.0, 0.0, 0.0], [0.1, 0.0, 0.0], [-0.1, 0.0, 0.0], [0.1, 0.0, -0.1], [0.0, 0.0, 0.0], [0.0, 0.0, 0.0], [0.0, 0.0, 0.0], [0.0, 0.0, 0.0], [0.0, 0.0, 0.0], [0.0, 0.0, 0.0], [0.0, 0.0, 0.0], [0.0, 0.0, 0.0], [0.0, 0.0, 0.0], [0.0, 0.0, 0.0], [0.0, 0.0, 0.0], [0.0, 0.0, 0.0], [-0.1, 0.0, 0.0], [-0.2, 0.0, 0.1], [0.0, 0.0, 0.0], [0.2, 0.0, -0.1], [0.0, -0.1, -0.1], [0.0, 0.0, 0.0], [0.0, 0.0, 0.0], [0.0, 0.0, 0.0], [0.0, 0.0, 0.0], [0.0, 0.0, 0.0], [0.0, 0.0, 0.0], [0.0, 0.0, 0.0], [0.0, 0.0, 0.0], [0.0, 0.0, 0.0], [0.0, 0.0, 0.0], [0.0, 0.0, 0.0], [0.0, 0.0, 0.1], [0.1, -0.1, 0.0], [0.0, 0.1, -0.1], [0.1, 0.0, 0.1], [-0.1, 0.0, -0.1], [0.0, 0.0, 0.0], [0.0, 0.0, 0.0], [0.0, 0.0, 0.0], [0.0, 0.0, 0.0], [0.0, 0.0, 0.0], [0.0, 0.0, 0.0], [0.0, 0.0, 0.0], [0.0, 0.0, 0.0], [0.0, 0.0, 0.0], [0.0, 0.0, 0.0]],
  "mulliken_charge": [0.73, -0.81, -0.26, -0.20, 0.49, 0.92, -0.53, -1.01, -0.83, -0.38, -0.21, 0.18, 0.39, -0.71, -1.04, -1.01, 1.18, -0.74, -0.83, -0.26, 0.24, -0.16, 0.40, 0.46, 0.44, 0.40, 0.40, 0.70, 0.66, 0.42, 0.44, 0.47, 0.45, 0.30, -1.26, 0.29, -0.17, 0.63, -1.29, -0.20, 0.38, 0.35, 0.34, 0.37, 0.38, 0.33, -1.47, 0.81, -1.44, -1.23, 0.82, -0.88, 0.48, -0.47, -0.54, 0.43, 0.28, 0.38, 0.33, 0.31, 0.43, 0.37, 0.45, 0.34, 0.75],
  "largest_force_ha_per_bohr": 0.00378,
  "e_lumo_ev": -3.476,
  "e_above_lowest_kj_mol": 8.5,
  "orbital_gap_ev": 6.179,
  "charge": 1,
  "e_homo_ev": -9.7
}

---

# 3
{
  "formula": "C27H28N9OTl",
  "method": "ωB97M-V with the def2-TZVPD basis set",
  "elements": ["Tl", "C", "C", "C", "C", "C", "N", "C", "C", "C", "C", "C", "C", "C", "N", "C", "C", "C", "N", "C", "C", "N", "C", "C", "C", "N", "H", "H", "H", "H", "H", "H", "H", "H", "H", "H", "H", "H", "H", "H", "H", "H", "H", "H", "N", "C", "C", "N", "C", "C", "N", "C", "C", "N", "H", "H", "H", "H", "H", "H", "C", "O", "H", "H", "H", "H"],
  "coordinates": [[-1.791174, -0.231323, -0.127701], [5.783855, 1.867319, 0.210220], [4.428076, 1.222974, 0.362959], [4.251152, 0.041803, 1.081250], [3.003805, -0.517765, 1.237866], [1.822667, 0.020490, 0.656727], [0.605512, -0.544204, 0.846403], [0.481846, -1.845968, 1.276366], [1.117661, -2.941977, 0.658920], [0.876081, -4.250712, 1.025864], [-0.023533, -4.562217, 2.044250], [-0.345270, -5.990262, 2.404520], [-0.632188, -3.502538, 2.692918], [-0.378041, -2.177539, 2.346492], [-0.930759, -1.172892, 3.212700], [-0.857961, -1.228897, 4.567083], [-1.485375, -0.112421, 5.058383], [-1.917963, 0.570225, 3.908135], [-1.579232, -0.070977, 2.799925], [2.020582, 1.234121, -0.057702], [3.289748, 1.801805, -0.167726], [0.952513, 1.951497, -0.700548], [1.103711, 2.758785, -1.777296], [-0.099581, 3.384619, -2.006407], [-0.946946, 2.877747, -1.012448], [-0.311480, 2.006627, -0.233370], [6.571985, 1.113354, 0.210849], [5.996268, 2.565930, 1.024913], [5.849429, 2.426629, -0.724507], [5.107884, -0.431309, 1.552294], [2.898027, -1.412584, 1.837763], [1.827269, -2.735051, -0.131574], [1.386640, -5.056152, 0.507785], [0.438064, -6.663339, 2.055022], [-1.285914, -6.307173, 1.948053], [-0.443419, -6.118909, 3.483756], [-1.328215, -3.701789, 3.501731], [-0.341135, -2.028533, 5.071049], [-1.615081, 0.172726, 6.089516], [-2.454926, 1.506616, 3.855049], [3.395662, 2.757303, -0.668285], [2.032137, 2.818347, -2.318927], [-0.328981, 4.095598, -2.784247], [-1.991882, 3.080774, -0.836645], [0.426236, 0.394639, -4.503731], [1.518295, -0.227768, -3.950998], [1.112068, -0.636253, -2.717985], [-0.194480, -0.282486, -2.503221], [-0.590639, 0.333437, -3.599421], [-1.906237, 0.916784, -3.829829], [-2.881721, 0.929439, -2.958999], [-3.912278, 1.616431, -3.543279], [-3.554779, 2.030445, -4.791748], [-2.269048, 1.577118, -4.967518], [0.404643, 0.798975, -5.421355], [2.457126, -0.312152, -4.471444], [1.678496, -1.145219, -1.957015], [-4.843756, 1.774166, -3.022331], [-4.078975, 2.579242, -5.555798], [-1.726702, 1.694659, -5.802689], [-4.661835, 1.843296, 1.649611], [-3.452499, 2.099505, 0.945815], [-5.424980, 2.514515, 1.259346], [-4.560432, 2.023643, 2.720282], [-4.987576, 0.811086, 1.498947], [-2.702447, 1.995742, 1.541985]],
  "forces_ev_per_a": [[0.2, -0.2, 0.0], [-0.1, 0.0, 0.1], [0.1, 0.0, 0.0], [0.0, 0.0, 0.0], [0.0, 0.0, -0.1], [-0.1, -0.1, 0.1], [-0.3, 0.2, -0.2], [0.2, 0.0, 0.3], [-0.1, 0.0, 0.0], [0.0, 0.0, 0.0], [0.0, -0.1, 0.0], [0.0, 0.1, 0.0], [-0.1, 0.1, 0.1], [0.0, 0.0, -0.1], [0.2, -0.1, 0.1], [0.1, 0.1, -0.1], [-0.1, 0.1, 0.0], [0.0, 0.0, 0.1], [-0.1, -0.1, 0.0], [0.0, 0.0, 0.1], [-0.1, 0.0, 0.0], [0.1, -0.1, -0.1], [-0.1, -0.1, 0.0], [0.0, 0.0, -0.1], [0.0, -0.1, 0.0], [0.0, 0.3, 0.1], [0.0, 0.0, 0.0], [0.0, 0.0, 0.0], [0.0, 0.0, 0.0], [0.0, 0.0, 0.0], [0.0, 0.0, 0.0], [0.0, 0.0, -0.1], [0.0, 0.0, 0.0], [0.0, 0.0, 0.0], [0.0, 0.0, 0.0], [0.0, 0.0, 0.0], [0.0, 0.0, 0.0], [0.0, 0.0, -0.1], [0.0, 0.0, -0.1], [0.0, 0.0, 0.0], [-0.1, 0.0, 0.0], [0.0, 0.0, 0.1], [0.0, 0.0, 0.1], [0.0, 0.0, 0.0], [-0.1, 0.0, -0.1], [0.1, 0.0, 0.1], [0.0, 0.0, 0.1], [-0.3, 0.1, -0.4], [0.3, -0.1, 0.1], [-0.1, 0.1, 0.1], [0.0, -0.1, 0.2], [0.0, 0.0, 0.0], [-0.1, 0.0, 0.0], [0.1, 0.0, -0.1], [0.0, 0.0, 0.0], [-0.1, 0.0, 0.0], [0.0, 0.0, 0.0], [0.1, 0.0, -0.1], [0.0, 0.0, 0.0], [0.0, 0.0, 0.0], [0.1, -0.1, -0.1], [0.0, 0.2, 0.1], [0.0, 0.0, 0.0], [0.0, 0.0, 0.0], [0.0, 0.0, 0.0], [0.0, -0.1, 0.0]],
  "mulliken_charge": [1.05, -1.63, 0.32, -1.17, -0.57, 0.34, 0.04, 0.25, -0.04, -1.04, 0.66, -1.51, -0.41, 0.05, 0.33, -0.14, -1.17, -0.20, -0.26, 0.23, -0.45, 0.32, -0.20, -1.39, -0.09, -0.47, 0.38, 0.30, 0.37, 0.36, 0.40, 0.37, 0.33, 0.37, 0.28, 0.36, 0.49, 0.46, 0.40, 0.41, 0.53, 0.47, 0.47, 0.46, -0.07, -1.00, -0.16, 0.01, 0.34, 0.12, -0.13, -0.55, -0.47, -0.10, 0.18, 0.45, 0.32, 0.42, 0.43, 0.16, -0.65, -0.40, 0.25, 0.27, 0.24, 0.28],
  "largest_force_ha_per_bohr": 0.01022,
  "e_lumo_ev": 0.150,
  "orbital_gap_ev": 6.128,
  "e_homo_ev": -6.0
}